ORCA calculation (the ωB97M-V functional and the def2-TZVPD basis) on a 6-piece molecular cluster, C45H94F4I2N3O9 overall in a non-equilibrium geometry.

```
157
Properties=species:S:1:pos:R:3:forces:R:3:mulliken_charge:R:1
C 6.911840 3.768814 2.189660 0.352 -0.195 0.171 -0.718
C 7.994381 3.136044 1.298599 -0.689 0.283 0.095 -0.454
C 8.043235 3.638107 -0.112860 2.552 0.203 -1.220 0.522
O 9.087007 3.658102 -0.777788 -2.589 -0.058 1.142 -0.610
O 6.850910 4.071948 -0.608261 0.387 -0.574 0.245 -0.114
C 6.868565 4.356286 -1.986280 -0.043 0.443 -0.613 -0.870
C 5.465250 4.343107 -2.540444 0.140 -0.497 -0.105 -0.426
N 5.087945 2.984868 -2.976662 0.193 0.639 0.070 -0.114
C 4.217520 2.217406 -2.412925 -0.391 -0.477 -0.098 0.417
N 3.452847 2.617534 -1.317017 -0.604 0.064 -0.816 0.724
C 2.230215 3.244153 -1.946466 -0.052 0.601 0.524 0.011
C 1.361027 4.017343 -0.982611 -0.431 0.124 -0.302 -0.033
C 0.176355 4.623928 -1.757885 0.492 -0.872 0.617 -1.522
C -0.826096 3.534674 -2.118253 -0.578 0.536 -0.041 0.985
C -1.677336 3.048322 -0.953691 -0.038 -0.946 -0.176 -1.031
C -2.526524 1.826689 -1.388024 -0.223 0.749 -0.146 -0.264
C -3.994035 2.210491 -1.644826 0.342 -0.434 0.628 -1.060
C -4.851380 2.001994 -0.368349 0.074 0.440 -1.178 -0.980
C -5.756632 0.778165 -0.442140 0.478 -0.085 0.694 -0.728
O -5.199851 -0.248386 0.377699 -0.290 -0.102 0.075 -0.247
C -6.207258 -1.083917 0.941674 0.351 0.459 -0.323 -0.899
C 3.251780 1.354547 -0.613876 0.827 -0.790 0.654 -1.633
I 5.203992 1.122698 0.435093 -0.356 -0.239 -0.329 0.150
C 2.200789 1.362626 0.475097 -0.163 0.318 -0.740 -0.492
C 2.144955 0.133869 1.365706 -0.780 -0.146 0.249 -0.546
O 0.807762 -0.339009 1.278006 0.217 0.261 -0.146 -0.603
C 2.499488 0.410414 2.863279 0.785 -0.838 0.039 0.637
F 1.412796 0.303795 3.627590 0.475 0.455 -0.071 -0.130
F 3.377112 -0.561058 3.288495 -0.571 0.841 -0.249 -0.324
F 3.100327 1.608254 3.072879 -0.539 -0.680 -0.070 -0.243
C 3.168052 0.245515 -1.743560 0.261 0.574 0.358 1.968
F 3.982327 -0.806273 -1.426534 0.165 0.033 -0.116 -0.382
C 1.767580 -0.305824 -2.076471 0.618 0.071 -0.795 2.244
C 1.589209 -1.720776 -1.504741 -0.214 0.398 0.358 -1.862
C 1.501082 -0.334352 -3.593152 -1.100 0.017 0.506 -0.602
C 0.054851 -0.871396 -3.810666 1.346 0.249 0.242 -1.230
N 3.859156 0.996204 -2.866267 0.932 -0.654 0.594 -1.109
I 5.286084 -0.060558 -3.931773 -0.426 0.133 -0.106 0.221
H 6.427944 4.598478 1.694163 -0.156 0.169 0.001 0.332
H 6.158803 3.051165 2.493196 -0.180 -0.038 -0.096 0.005
H 7.367670 4.120634 3.106552 0.069 0.225 0.138 0.342
H 8.979092 3.272874 1.717944 0.303 0.047 -0.034 0.413
H 7.844451 2.060889 1.228812 0.085 -0.218 -0.056 0.188
H 7.461857 3.642836 -2.550714 0.331 -0.180 0.149 0.414
H 7.300120 5.334110 -2.182103 0.145 0.174 0.188 0.499
H 4.741673 4.701861 -1.822590 -0.168 0.129 0.061 0.209
H 5.468391 4.934429 -3.446719 -0.228 0.348 -0.079 0.485
H 5.585521 2.631901 -3.781018 -0.003 -0.165 -0.111 0.230
H 2.597259 3.971087 -2.666831 0.223 0.022 -0.177 0.656
H 1.654187 2.520753 -2.517870 -0.021 -0.296 0.035 -0.803
H 1.935304 4.800160 -0.499568 0.239 0.070 0.141 0.353
H 0.942508 3.371874 -0.223115 0.051 0.045 0.225 -0.002
H -0.302777 5.322598 -1.081092 -0.143 0.408 -0.169 0.528
H 0.568136 5.131686 -2.634178 -0.180 0.289 -0.176 0.352
H -1.503254 3.929250 -2.874798 -0.082 -0.085 -0.235 0.467
H -0.361657 2.656543 -2.562865 0.274 -0.049 -0.172 -0.536
H -2.343837 3.831103 -0.606057 0.014 0.250 0.175 0.555
H -1.066907 2.722537 -0.112006 0.222 0.231 0.162 0.270
H -2.106173 1.410109 -2.300945 0.190 -0.158 -0.095 -0.182
H -2.484541 1.067897 -0.614718 -0.035 -0.310 0.029 0.490
H -4.046102 3.246273 -1.965297 0.044 0.188 -0.160 0.426
H -4.375471 1.609340 -2.463432 -0.244 -0.080 -0.117 0.564
H -4.190504 1.908884 0.483268 0.028 -0.113 0.328 0.405
H -5.430889 2.907752 -0.215661 -0.307 -0.002 0.134 0.556
H -5.825116 0.381862 -1.453151 -0.170 0.116 -0.285 0.344
H -6.754480 1.046480 -0.098732 -0.199 -0.117 0.108 0.443
H -6.659449 -0.573787 1.789778 -0.150 -0.062 0.218 0.333
H -6.978940 -1.295158 0.205787 -0.173 -0.178 -0.126 0.434
H -5.740488 -2.007379 1.252539 0.095 -0.168 0.177 0.199
H 2.300045 2.294905 1.018209 0.136 -0.003 0.258 1.582
H 1.231172 1.396107 -0.016284 -0.192 0.033 0.079 -1.014
H 2.786494 -0.671349 1.027568 0.570 0.108 -0.008 0.450
H 0.790836 -1.252334 1.570192 -0.187 -0.228 0.204 0.428
H 1.037308 0.387993 -1.670491 -0.140 -0.035 0.243 -0.812
H 2.319956 -1.966331 -0.746804 0.029 -0.053 0.151 0.447
H 1.690636 -2.448759 -2.298887 -0.025 -0.224 -0.081 0.472
H 0.613022 -1.790819 -1.044606 -0.263 -0.237 -0.104 0.312
H 2.229384 -0.981776 -4.069198 0.170 0.055 -0.330 0.401
H 1.532696 0.673434 -3.993430 0.389 0.174 -0.194 0.117
H -0.396557 -0.428784 -4.686978 -0.140 -0.099 -0.247 0.231
H 0.123149 -1.946493 -3.900979 -0.542 -0.239 -0.094 0.515
H -0.509089 -0.592476 -2.928391 -0.504 -0.101 0.010 0.231
C -4.244559 -0.888428 6.137036 0.037 0.087 -0.105 -1.314
C -3.686261 -2.106888 5.422299 0.023 0.038 0.164 0.172
O -3.640431 -1.979941 4.012482 -0.080 -0.160 -0.120 -0.433
C -2.849963 -0.922049 3.506361 0.042 0.071 -0.050 -0.357
C -1.382289 -0.996946 3.894740 -0.167 -0.175 0.130 -0.694
H -5.247877 -0.661987 5.774967 -0.024 -0.018 0.018 0.316
H -4.293243 -1.073482 7.210138 -0.020 -0.028 0.004 0.431
H -3.627431 -0.002296 5.981579 0.038 -0.017 0.056 0.293
H -4.330976 -2.963002 5.616689 -0.018 -0.023 -0.093 -0.054
H -2.695860 -2.366580 5.815024 0.010 0.054 0.014 0.328
H -3.273884 0.045618 3.797898 0.038 0.014 0.034 0.315
H -2.941947 -0.987667 2.421449 -0.081 -0.017 -0.001 0.172
H -1.238590 -0.927982 4.973843 0.022 0.057 -0.006 0.354
H -0.836608 -0.182456 3.431391 -0.001 0.089 -0.080 0.158
H -0.950428 -1.945617 3.564467 -0.003 -0.003 0.000 0.251
C -2.377853 -3.568357 -7.821117 -0.054 -0.051 0.089 -1.140
C -1.019147 -3.695326 -7.153924 -0.019 -0.011 -0.137 -0.306
O -1.077896 -4.059737 -5.786774 0.115 0.152 0.170 -0.313
C -1.696022 -5.303236 -5.497325 -0.077 -0.125 -0.017 -0.373
C -1.021476 -6.497445 -6.149359 0.082 0.079 -0.069 -1.062
H -2.995870 -2.841033 -7.292970 0.002 0.021 -0.010 0.303
H -2.258603 -3.241796 -8.854325 0.016 0.022 -0.002 0.398
H -2.917800 -4.515373 -7.834283 0.030 -0.017 -0.057 0.285
H -0.516151 -2.727223 -7.173789 0.027 -0.002 0.074 0.325
H -0.380658 -4.391508 -7.708841 -0.038 -0.029 -0.013 0.309
H -2.759097 -5.269918 -5.758203 0.007 -0.014 -0.047 0.310
H -1.643835 -5.405284 -4.413439 0.019 0.075 0.017 0.324
H -1.055597 -6.445388 -7.237980 -0.068 -0.035 -0.002 0.270
H -1.518190 -7.418665 -5.845499 -0.007 -0.001 0.023 0.384
H 0.026685 -6.553207 -5.852253 -0.002 -0.015 0.021 0.295
C -0.609576 2.361531 -6.739883 -0.019 0.047 -0.023 -1.315
C -1.739376 2.260736 -5.727856 0.011 -0.064 -0.099 0.647
O -2.357693 3.497599 -5.437727 0.071 0.091 0.285 -0.296
C -2.965562 4.169340 -6.530422 -0.068 0.029 -0.150 -0.402
C -4.071802 3.377152 -7.203969 0.029 -0.116 0.075 -1.054
H 0.151130 3.063224 -6.392110 0.011 -0.007 0.014 0.310
H -0.146046 1.384227 -6.886095 0.005 -0.007 0.016 0.365
H -0.959559 2.709124 -7.711681 -0.010 -0.064 -0.024 0.423
H -1.336738 1.902878 -4.777529 -0.080 0.061 0.064 -0.594
H -2.488331 1.527874 -6.048198 0.047 -0.026 -0.058 0.288
H -2.207552 4.474015 -7.260281 0.001 -0.043 -0.021 0.327
H -3.379892 5.084928 -6.109884 0.038 -0.006 0.078 0.373
H -3.703722 2.451688 -7.648829 0.015 0.037 -0.067 0.259
H -4.524635 3.969844 -7.998346 -0.004 0.024 0.005 0.407
H -4.845775 3.113939 -6.482053 -0.015 0.023 0.000 0.278
C -4.736354 -5.729650 4.942712 -0.073 -0.089 -0.026 -1.002
C -4.749894 -5.928540 6.449480 0.125 0.005 -0.065 -0.285
O -5.888987 -6.611277 6.933293 -0.113 0.088 0.114 -0.440
C -6.090683 -7.921715 6.436817 0.007 -0.105 -0.079 -0.314
C -4.953754 -8.882435 6.740754 0.077 0.084 0.043 -1.036
H -5.627746 -5.189396 4.620779 0.008 0.036 -0.002 0.285
H -3.856352 -5.157935 4.645436 -0.007 0.030 0.004 0.302
H -4.712403 -6.678365 4.404920 0.064 -0.007 0.014 0.395
H -4.765950 -4.956022 6.943098 -0.056 -0.020 0.059 0.304
H -3.832835 -6.430509 6.779477 0.008 -0.022 -0.045 0.252
H -6.296262 -7.895222 5.360608 0.050 -0.010 -0.014 0.297
H -7.001395 -8.274864 6.919610 -0.022 0.066 0.031 0.340
H -4.018790 -8.575024 6.270439 -0.017 -0.034 -0.061 0.271
H -5.198548 -9.879307 6.373600 -0.024 -0.006 0.005 0.385
H -4.781363 -8.940284 7.816103 -0.017 -0.016 0.008 0.290
C 6.207391 0.017512 7.318889 -0.024 0.105 -0.072 -0.928
C 4.968571 0.121650 8.192847 0.037 -0.131 -0.035 -0.317
O 4.385569 1.410975 8.217065 -0.022 0.092 0.137 -0.426
C 3.947426 1.920220 6.974033 0.037 0.008 -0.142 -0.572
C 2.891355 1.069694 6.289933 -0.011 -0.170 0.303 -0.515
H 6.962494 0.735200 7.641533 0.016 -0.013 0.021 0.291
H 6.628139 -0.986071 7.384429 0.005 -0.005 0.032 0.387
H 5.985655 0.216157 6.268681 -0.018 -0.067 -0.005 0.162
H 5.236959 -0.093214 9.226663 -0.037 0.062 0.032 0.356
H 4.226262 -0.629466 7.899398 0.013 0.003 -0.049 0.287
H 4.802451 2.082162 6.305591 -0.013 -0.038 -0.033 0.290
H 3.533523 2.904382 7.193359 0.018 0.004 0.076 0.356
H 3.257141 0.072060 6.042554 0.051 0.029 -0.055 0.205
H 2.564416 1.538843 5.370343 -0.019 0.172 0.007 0.145
H 2.024232 0.948835 6.941385 -0.007 0.011 0.005 0.289
```
Forces are in eV/Å.

As for the HOMO-LUMO gap: 6.470 eV. The value obtained for the HOMO energy is -10.6 eV. As for the largest force on an atom: 2.836 eV Å⁻¹. As for the electronic energy: -3606.929949 Eh. As for the total charge: +1. Its spin multiplicity is 1. The LUMO energy is -4.158 eV.